C22H20BF3FeO | wB97M-V/def2-TZVPD

Each line ends with the Löwdin charge.
Cartesian coordinates (Å):
H (0.52719, 1.49745, 0.17460)  0.1679
H (2.16464, -3.03215, -2.34796)  0.1274
C (1.35428, -0.66938, 2.68219)  -0.0293
C (1.51956, 1.74145, 4.03555)  -0.0644
B (-0.87988, 0.12628, 1.35920)  -0.6295
H (-5.88543, 1.45917, -0.58546)  0.1068
H (2.18311, 0.57928, 5.74502)  0.0968
F (-1.06186, -1.19832, 1.77457)  0.1598
O (-3.58911, 0.52539, 0.14775)  0.0814
F (-1.76478, 0.09831, -0.98302)  0.1566
H (-2.67644, -2.56041, -0.03008)  0.1198
C (-4.80102, -0.07649, 0.31963)  -0.2941
H (-5.87609, 1.49194, 1.22572)  0.1045
H (-5.35567, -2.20423, 0.10634)  0.1022
C (1.11063, 1.70706, 2.69312)  -0.0221
H (-0.47546, 0.29351, -3.69127)  0.1141
C (2.91885, 0.45256, -3.70205)  -0.1567
Fe (1.89464, -0.20148, -2.18099)  0.4719
C (1.74975, -0.67855, 4.01535)  -0.0614
C (-3.22305, -1.63117, -0.04843)  0.0210
C (1.18816, -0.43490, -0.33239)  -0.2855
C (2.55153, 1.53571, -2.79527)  -0.1524
H (4.27139, -1.59228, -1.33188)  0.1157
H (3.22648, 0.42808, 0.19692)  0.1425
H (3.22713, 2.26228, -2.36619)  0.1139
C (0.44873, 0.42330, 0.57687)  -0.0975
H (0.51736, 2.27849, -2.13244)  0.1137
H (-0.11199, -1.91003, -1.36314)  0.1106
C (3.22068, -1.35336, -1.19896)  -0.1261
H (1.62359, 2.71169, 4.54998)  0.1068
H (2.03207, -1.61504, 4.54156)  0.1146
H (-6.77188, 0.18840, 0.34410)  0.0825
C (0.57318, 0.47962, -3.49887)  -0.1474
C (-5.91829, 0.84039, 0.33201)  -0.0115
H (1.61150, -0.98339, -4.87571)  0.1116
C (1.10274, 1.54351, -2.66865)  -0.1549
C (-4.61112, -1.44582, 0.12828)  0.0091
C (-2.57815, -0.39594, -0.10224)  -0.3721
C (2.63960, -0.30934, -0.37179)  -0.1164
C (0.87709, -1.56298, -1.18405)  -0.0951
C (1.84739, 0.54344, 4.71109)  -0.0767
H (1.24642, -1.65387, 2.18397)  0.1428
H (3.91103, 0.22369, -4.04002)  0.1087
H (0.81638, 2.62153, 2.18816)  0.1222
C (1.02970, 0.50220, 1.99133)  -0.2227
F (-1.60494, 1.26996, 1.66880)  0.1874
C (2.11162, -2.11800, -1.72078)  -0.1467
C (1.68874, -0.19754, -4.14047)  -0.1495

Results
spin multiplicity = 5
molecular weight = 424.05 g mol⁻¹
HOMO-LUMO gap (spin up / spin down) = 5.80 / 8.21 eV
relative energy (zero: lowest compared OMol25 entry of this formula, charge and spin) = 53.86 kcal per mole
LUMO energy (spin up / spin down) = 0.07 / -0.15 eV